(1)
Density functional theory data (ωB97M-V/def2-TZVPD) for a single C2HFO3S molecule.

The calculation puts the HOMO energy (alpha / beta) at -0.3743 / -0.3743 Ha. The energy above the lowest of the compared OMol25 structures with the same formula, charge and spin comes out at 4.094 eV. The value obtained for the lowest unoccupied orbital energy (alpha / beta) is -2.03 / -2.03 eV. The strongest force on any atom is 3.00 eV Å⁻¹.

Each line ends with the Löwdin charge.
Geometry (Å):
C 0.922 0.343 0.006  -0.257
C 0.878 -0.983 -0.199  0.091
O -2.021 1.076 -0.904  -0.422
O 0.105 1.294 0.270  -0.158
O -1.524 -0.908 0.430  -0.437
F 1.510 -2.052 0.150  0.174
S -1.758 0.561 0.409  0.871
H 1.889 0.668 -0.161  0.139

---

(2)
Density functional theory data (ωB97M-V/def2-TZVPD) for a gas-phase ion, C10H16NO3S (charge +1).

The calculation puts the HOMO energy at -0.4954 Ha. The net charge is +1. As for the SMILES: COC(=O)[C@H]1[C@@H]2CC[C@@]([NH3+])(C(=O)SC)[C@@H]21. The energy above the lowest of the compared OMol25 structures with the same formula, charge and spin comes out at 0.000 eV. The value obtained for the lowest unoccupied orbital energy is -3.31 eV. The strongest force on any atom is 4.67 eV Å⁻¹.

Each line ends with the Löwdin charge.
Geometry (Å):
C -2.315 -0.772 1.413  -0.422
C 1.415 0.066 -1.893  -0.666
C 1.498 -0.597 1.259  -0.091
C 1.546 0.861 0.714  -0.091
C -0.969 -0.112 1.190  -0.078
C 0.144 -1.132 0.859  -0.091
C -0.438 -0.218 -0.177  -0.203
C 0.617 0.703 -0.465  -0.342
C -3.846 -1.179 3.107  -0.082
C 2.883 0.123 -4.075  -0.315
N 0.001 2.096 -0.895  0.244
O -3.121 -1.106 0.580  0.132
O 1.749 -1.047 -1.839  0.098
O -2.578 -0.629 2.768  -0.053
S 1.609 1.131 -3.239  0.961
H 2.306 -1.183 0.804  0.130
H 1.466 -0.605 2.335  0.125
H 1.324 1.631 1.419  0.110
H 2.569 1.287 0.380  0.163
H -0.997 0.744 1.809  0.151
H -0.052 -2.170 0.878  0.159
H -1.119 -0.574 -0.995  0.193
H -4.157 -0.751 4.104  0.107
H -3.792 -2.346 3.174  0.126
H -4.691 -1.077 2.344  0.107
H 2.854 0.607 -5.043  0.030
H 2.667 -0.956 -4.107  0.063
H 3.853 0.304 -3.494  0.086
H -0.277 2.481 0.009  0.165
H -0.809 1.789 -1.461  0.174
H 0.660 2.629 -1.465  0.112

---

(3)
Density functional theory data (ωB97M-V/def2-TZVPD) for 2 unconnected molecules or ions with the total composition C6H14.

The calculation puts the HOMO energy at -0.3486 Ha. As for the SMILES: C=CC.CCC. The energy above the lowest of the compared OMol25 structures with the same formula, charge and spin comes out at 1.567 eV. The value obtained for the lowest unoccupied orbital energy is 1.04 eV. The strongest force on any atom is 1.14 eV Å⁻¹.

Each line ends with the Löwdin charge.
Geometry (Å):
C 1.368 -0.166 1.839  -0.126
C 1.291 -1.360 2.781  -0.318
C 2.524 -1.607 3.633  -0.131
H 2.392 0.035 1.531  0.063
H 0.845 -0.357 0.899  0.062
H 0.907 0.769 2.144  0.064
H 0.424 -1.199 3.422  0.096
H 1.055 -2.274 2.236  0.094
H 3.471 -1.345 3.159  0.065
H 2.603 -2.651 3.929  0.063
H 2.530 -1.014 4.553  0.068
C -3.025 0.666 -2.667  -0.116
C -1.617 0.792 -3.191  -0.251
C -0.849 1.872 -3.142  -0.026
H -3.452 -0.275 -3.008  0.062
H -3.629 1.519 -2.969  0.073
H -3.016 0.558 -1.580  0.071
H -1.233 -0.102 -3.669  0.084
H 0.064 1.873 -3.724  0.046
H -1.046 2.667 -2.433  0.057

---

(4)
Density functional theory data (ωB97M-V/def2-TZVPD) for a molecular structure, C19H55BHgO7.

The calculation puts the HOMO energy at -0.3283 Ha. The energy above the lowest of the compared OMol25 structures with the same formula, charge and spin comes out at 9.350 eV. The value obtained for the lowest unoccupied orbital energy is -5.70 eV. The strongest force on any atom is 5.20 eV Å⁻¹.

Each line ends with the Löwdin charge.
Geometry (Å):
Hg 3.818 -2.296 -1.228  0.825
B 5.994 -0.036 -2.650  -0.407
H 5.845 -0.642 -3.530  -0.085
H 6.738 0.735 -2.779  -0.029
H 5.075 0.452 -2.366  -0.091
H 6.324 -0.662 -1.836  -0.092
C 0.377 1.107 0.055  -0.178
O 0.994 -0.178 0.173  -0.162
H 0.911 1.770 -0.626  0.100
H -0.622 1.037 -0.376  0.073
H 0.292 1.533 1.055  0.074
C 4.455 2.162 6.248  -0.053
C 3.188 1.345 5.849  -0.480
C 1.921 2.128 6.123  -0.078
O 3.304 1.086 4.452  -0.048
H 5.425 1.670 6.179  0.073
H 4.316 2.548 7.258  0.071
H 4.612 3.036 5.615  0.076
H 3.122 0.469 6.493  0.126
H 1.852 2.293 7.198  0.081
H 0.975 1.676 5.821  0.074
H 1.932 3.077 5.588  0.085
H 2.400 1.027 4.134  0.071
C -5.464 1.785 1.367  -0.056
C -5.652 2.854 0.265  -0.465
C -6.548 2.434 -0.980  -0.045
O -6.256 3.997 0.854  -0.067
H -4.984 2.152 2.274  0.076
H -4.875 0.933 1.027  0.069
H -6.435 1.349 1.601  0.076
H -4.657 3.140 -0.076  0.120
H -6.064 1.527 -1.341  0.067
H -6.493 3.208 -1.746  0.068
H -7.586 2.198 -0.748  0.076
H -6.388 4.642 0.156  0.080
C -3.222 -4.177 3.995  -0.044
C -2.090 -3.152 3.924  -0.523
C -1.207 -2.965 5.181  -0.058
O -1.164 -3.516 2.962  -0.050
H -2.831 -5.151 4.289  0.079
H -3.666 -4.244 3.002  0.076
H -3.980 -3.939 4.741  0.077
H -2.494 -2.157 3.733  0.127
H -0.332 -2.372 4.913  0.073
H -0.797 -3.947 5.421  0.074
H -1.770 -2.686 6.072  0.075
H -0.800 -2.732 2.545  0.093
C -3.529 -3.555 -2.191  -0.052
C -3.935 -4.726 -3.074  -0.538
C -5.212 -4.434 -3.770  -0.075
O -2.888 -5.067 -3.973  -0.045
H -4.270 -3.395 -1.408  0.084
H -3.397 -2.732 -2.894  0.081
H -2.580 -3.779 -1.705  0.078
H -4.112 -5.562 -2.397  0.131
H -5.118 -3.525 -4.363  0.085
H -6.047 -4.250 -3.094  0.085
H -5.459 -5.277 -4.417  0.080
H -3.052 -5.881 -4.454  0.087
C 4.696 4.541 0.575  -0.077
C 4.756 5.088 -0.776  -0.570
C 4.757 6.587 -0.803  -0.052
O 5.941 4.607 -1.345  -0.037
H 3.729 4.777 1.019  0.083
H 5.509 4.905 1.204  0.095
H 4.677 3.458 0.457  0.084
H 3.933 4.676 -1.361  0.135
H 5.703 6.835 -0.322  0.084
H 3.955 7.138 -0.311  0.083
H 4.876 6.972 -1.815  0.079
H 5.891 3.665 -1.521  0.091
C 0.918 -3.009 -6.597  -0.047
C 1.614 -2.251 -5.437  -0.503
C 1.051 -0.829 -5.194  -0.053
O 1.480 -2.963 -4.248  -0.092
H -0.157 -3.014 -6.421  0.080
H 1.380 -3.996 -6.595  0.079
H 1.106 -2.526 -7.556  0.078
H 2.687 -2.191 -5.619  0.134
H 1.135 -0.247 -6.112  0.070
H 1.767 -0.299 -4.566  0.071
H 0.017 -0.765 -4.855  0.078
H 0.687 -3.496 -4.342  0.082

---

(5)
Density functional theory data (ωB97M-V/def2-TZVPD) for 2 unconnected molecules or ions with the total composition C4H11NO3.

The calculation puts the HOMO energy at -0.3188 Ha. As for the SMILES: CCNCC(=O)O.O. The energy above the lowest of the compared OMol25 structures with the same formula, charge and spin comes out at 1.507 eV. The value obtained for the lowest unoccupied orbital energy is 0.55 eV. The strongest force on any atom is 2.67 eV Å⁻¹.

Each line ends with the Löwdin charge.
Geometry (Å):
C -1.300 -1.662 -1.471  -0.107
C -0.411 -0.533 -1.069  -0.280
N 0.237 -0.815 0.254  -0.085
C 0.870 0.382 0.838  -0.144
C 1.416 0.093 2.217  -0.494
O 0.396 -0.432 2.951  0.082
O 2.546 0.100 2.598  0.124
H -1.565 -1.662 -2.541  0.074
H -2.295 -1.629 -0.992  0.075
H -0.984 -2.680 -1.231  0.073
H -0.890 0.441 -0.969  0.079
H 0.484 -0.369 -1.667  0.111
H -0.441 -1.182 0.913  0.093
H 1.676 0.616 0.124  0.129
H 0.141 1.188 0.673  0.106
H 0.756 -0.877 3.733  0.127
H -0.735 3.239 -1.945  0.047
H 0.470 3.106 -1.162  0.034
O -0.372 2.676 -1.254  -0.044

---

(6)
Density functional theory data (ωB97M-V/def2-TZVPD) for 16 unconnected molecules or ions with the total composition C26H71F10NO20S.

The calculation puts the HOMO energy at -0.3561 Ha. The value obtained for the lowest unoccupied orbital energy is 0.06 eV. The strongest force on any atom is 0.69 eV Å⁻¹.

Each line ends with the Löwdin charge.
Geometry (Å):
C -5.597 -0.516 -0.950  -0.091
C -4.334 -1.023 -1.662  -0.235
C -3.541 -2.065 -0.858  -0.176
N -3.274 -1.700 0.550  0.028
C -2.002 -1.320 1.000  -0.479
C -1.939 -1.227 2.533  -0.031
C -2.869 -0.229 3.196  -0.436
O -4.016 -0.040 2.993  0.197
F -2.209 0.426 4.191  0.100
O -0.855 -2.107 0.571  0.007
C -0.913 -3.439 0.736  -0.306
O 0.043 -4.146 0.615  0.114
S -1.573 0.422 0.441  0.847
O -0.702 0.977 1.444  -0.246
O -2.808 1.044 0.080  -0.224
C -0.482 0.307 -1.073  -0.440
F -1.183 -0.323 -2.021  0.135
F 0.609 -0.410 -0.796  0.133
C -0.066 1.734 -1.616  -0.347
F -0.892 2.668 -1.129  0.158
F -0.219 1.684 -2.955  0.156
C 1.413 2.219 -1.410  -0.339
F 2.237 1.353 -2.018  0.169
F 1.471 3.406 -2.046  0.167
C 1.962 2.485 0.025  -0.560
F 1.168 3.311 0.690  0.197
F 2.115 1.354 0.705  0.180
F 3.159 3.053 -0.099  0.181
H -5.543 -0.613 0.139  0.064
H -5.727 0.546 -1.175  0.058
H -6.504 -1.022 -1.300  0.075
H -4.624 -1.534 -2.589  0.105
H -3.709 -0.178 -1.940  0.082
H -2.611 -2.340 -1.367  0.113
H -4.150 -2.978 -0.826  0.129
H -3.698 -2.356 1.193  0.137
H -0.908 -1.028 2.826  0.134
H -2.208 -2.217 2.936  0.156
H -1.914 -3.843 0.959  0.161
C -5.048 3.423 2.326  -0.165
O -4.937 2.958 0.992  -0.127
H -5.244 4.493 2.277  0.075
H -5.871 2.941 2.860  0.077
H -4.123 3.265 2.891  0.073
H -4.752 2.013 1.017  0.033
C 3.621 -3.191 0.308  -0.140
O 4.175 -2.460 1.402  -0.130
H 4.145 -4.142 0.263  0.072
H 2.556 -3.381 0.447  0.058
H 3.776 -2.659 -0.636  0.075
H 3.725 -1.612 1.452  0.063
C -6.449 0.819 -4.183  -0.138
O -6.017 1.774 -3.215  -0.133
H -5.886 -0.097 -4.018  0.066
H -7.514 0.602 -4.080  0.066
H -6.251 1.185 -5.193  0.066
H -6.516 2.580 -3.372  0.077
C -3.417 3.843 -4.706  -0.162
O -3.191 2.449 -4.834  -0.123
H -4.305 4.074 -5.292  0.075
H -3.602 4.128 -3.666  0.078
H -2.580 4.431 -5.096  0.074
H -2.417 2.222 -4.312  0.051
C 0.851 -6.967 2.656  -0.163
O -0.405 -7.032 1.993  -0.131
H 0.903 -7.826 3.321  0.075
H 1.683 -7.018 1.950  0.077
H 0.948 -6.056 3.253  0.073
H -0.456 -6.273 1.403  0.034
C -10.522 -1.196 -4.597  -0.158
O -9.175 -1.210 -5.051  -0.133
H -10.558 -0.531 -3.737  0.078
H -11.204 -0.814 -5.361  0.075
H -10.856 -2.189 -4.284  0.075
H -9.119 -1.793 -5.813  0.074
C 4.831 5.318 1.325  -0.172
O 5.427 6.305 2.158  -0.124
H 4.964 5.653 0.298  0.077
H 5.314 4.344 1.440  0.076
H 3.761 5.217 1.522  0.068
H 5.320 6.029 3.072  0.077
C 0.161 -2.023 6.215  -0.142
O -1.174 -2.104 5.713  -0.126
H 0.316 -2.886 6.858  0.079
H 0.893 -2.054 5.404  0.078
H 0.306 -1.109 6.788  0.062
H -1.309 -1.331 5.158  0.023
C 7.283 -1.015 -0.121  -0.161
O 7.189 0.406 -0.171  -0.126
H 8.332 -1.267 -0.262  0.076
H 6.950 -1.409 0.842  0.071
H 6.701 -1.486 -0.918  0.073
H 6.266 0.648 -0.046  0.063
C 2.612 1.202 6.784  -0.147
O 1.274 1.142 6.291  -0.138
H 2.754 0.344 7.436  0.080
H 3.338 1.147 5.969  0.079
H 2.791 2.109 7.363  0.060
H 1.134 1.899 5.716  0.073
C 4.794 3.989 9.247  -0.160
O 4.979 2.628 8.876  -0.131
H 3.807 4.281 8.896  0.073
H 4.831 4.122 10.330  0.076
H 5.537 4.641 8.780  0.076
H 5.848 2.350 9.179  0.075
C 6.111 -6.183 -1.621  -0.163
O 4.850 -6.132 -2.276  -0.130
H 6.109 -7.035 -0.946  0.078
H 6.918 -6.303 -2.348  0.066
H 6.290 -5.272 -1.042  0.070
H 4.878 -5.375 -2.871  0.056
C 6.257 -5.717 -5.545  -0.155
O 6.771 -4.709 -4.678  -0.133
H 5.186 -5.778 -5.372  0.076
H 6.429 -5.470 -6.595  0.076
H 6.699 -6.693 -5.326  0.080
H 7.720 -4.651 -4.825  0.077
C 8.025 6.737 0.295  -0.171
O 9.365 6.761 -0.187  -0.125
H 7.952 7.462 1.100  0.077
H 7.314 7.013 -0.489  0.076
H 7.761 5.754 0.692  0.068
H 9.441 6.116 -0.895  0.070
C -8.068 1.557 -7.926  -0.160
O -7.658 2.552 -6.999  -0.130
H -7.479 0.668 -7.712  0.075
H -9.127 1.308 -7.811  0.074
H -7.881 1.862 -8.958  0.075
H -8.167 3.351 -7.165  0.073